DFT (wB97M-V/def2-TZVPD) results for a structure of composition C38H47N5OPSSiV.

Atoms and positions in Å:
V: -0.347356 0.342918 -0.554083
C: 1.577423 2.265603 0.985039
C: 2.389382 1.031741 0.660491
N: 1.872758 0.464251 -0.606073
C: 2.436612 1.229200 -1.786116
C: 1.356017 1.650820 -2.759405
S: -1.924971 1.952501 -1.099031
C: -1.232186 3.428856 -0.299342
C: -0.748267 3.069806 1.085973
N: 0.152002 1.888768 1.020319
H: 1.899872 2.702107 1.934645
H: 1.705106 3.027950 0.213878
H: 3.451320 1.274368 0.576962
H: 2.281071 0.294716 1.455714
H: 2.214984 -0.491604 -0.689835
H: 2.973580 2.093134 -1.393100
H: 3.172166 0.593352 -2.278451
H: 0.810851 2.516866 -2.370691
H: 1.803040 1.950656 -3.709250
H: -0.421714 3.849364 -0.900999
H: -2.008199 4.191769 -0.237737
H: -0.224886 3.905297 1.562085
H: -1.604934 2.810342 1.705781
H: 0.007851 1.330194 1.860510
C: -2.324407 0.426889 3.849108
Si: -0.552718 -0.079200 4.118627
C: -0.498338 -1.345424 5.492035
C: 0.476706 1.463309 4.463897
N: 0.031011 -0.807571 2.605867
C: 1.169285 -1.478911 2.512918
C: 2.221069 -1.463049 3.489274
C: 3.380105 -2.171252 3.313135
C: 3.562577 -2.959934 2.170203
C: 2.572732 -3.022301 1.195854
C: 1.414916 -2.292373 1.346870
O: 0.459467 -2.322308 0.360900
C: -0.310638 -3.504750 0.325831
C: -0.845029 -4.019082 1.498217
C: -1.638086 -5.153278 1.437066
C: -1.902481 -5.757536 0.214897
C: -1.371765 -5.219210 -0.945826
C: -0.565831 -4.088099 -0.899411
H: -2.743435 0.737741 4.811834
H: -2.944879 -0.393158 3.482101
H: -2.441596 1.270914 3.166776
H: -0.541473 -0.855540 6.467890
H: 0.391113 -1.975856 5.474683
H: -1.372244 -1.997939 5.420077
H: 0.610424 1.612136 5.538045
H: -0.027202 2.356807 4.084156
H: 1.474077 1.423284 4.018541
H: 2.097682 -0.851844 4.373868
H: 4.160424 -2.124768 4.060836
H: 4.475739 -3.525839 2.045052
H: 2.689457 -3.643441 0.316475
H: -0.656914 -3.524988 2.442259
H: -2.058101 -5.560643 2.347143
H: -2.522628 -6.642509 0.169345
H: -1.582389 -5.677973 -1.903007
H: -0.173006 -3.656915 -1.809632
N: -1.266269 -1.430500 -3.078459
P: 0.135428 0.213270 -2.964306
C: -0.712751 0.888134 -4.436626
C: -1.140738 2.212034 -4.479131
C: -1.741025 2.725375 -5.620970
C: -1.903839 1.929691 -6.743695
C: -1.461883 0.614561 -6.720154
C: -0.874718 0.098400 -5.575250
C: 1.422450 -0.941492 -3.560525
C: 2.161723 -0.683929 -4.713179
C: 3.212936 -1.516138 -5.075471
C: 3.551852 -2.603913 -4.282671
C: 2.828152 -2.862513 -3.127469
C: 1.767466 -2.037871 -2.775582
C: -2.059542 -1.664631 -2.056216
C: -3.188626 -2.547023 -2.120857
C: -3.935875 -2.798553 -1.015541
C: -3.613787 -2.174706 0.214616
C: -2.556536 -1.324907 0.223066
N: -1.779546 -1.064056 -0.860757
H: -1.591120 -1.885970 -3.921704
H: -1.031745 2.847530 -3.611956
H: -2.080519 3.752960 -5.628988
H: -2.366852 2.332744 -7.634818
H: -1.572470 -0.012867 -7.595124
H: -0.521253 -0.924928 -5.582850
H: 1.916014 0.166288 -5.338010
H: 3.770178 -1.310849 -5.980326
H: 4.372861 -3.248428 -4.568303
H: 3.079828 -3.714418 -2.507147
H: 1.190810 -2.251260 -1.884067
H: -3.414398 -3.011198 -3.071696
H: -4.779233 -3.474667 -1.076231
H: -4.186794 -2.352584 1.112059
H: -2.253027 -0.816352 1.131558

Force components x, y, z for each atom (eV/Å):
-0.4 0.2 -0.1
0.0 0.0 0.0
0.0 0.0 0.0
0.1 0.0 -0.1
0.0 0.0 0.1
0.0 0.0 0.0
0.2 -0.1 0.0
0.0 0.1 0.0
0.0 -0.1 0.0
0.0 -0.1 0.1
0.0 0.0 0.0
0.0 0.0 0.0
0.0 0.0 0.0
0.0 0.1 -0.1
0.0 0.0 0.0
0.0 0.0 0.0
0.0 0.0 0.0
0.0 0.0 0.0
0.0 0.0 0.0
0.0 0.0 0.0
0.0 0.0 0.0
0.0 0.0 0.0
0.0 0.0 0.0
0.1 0.0 0.0
0.0 0.0 0.1
-0.1 -0.1 -0.1
0.0 0.0 0.0
0.0 0.0 0.0
0.1 0.0 0.0
-0.1 -0.1 -0.1
0.0 0.0 0.0
0.0 0.0 0.0
0.0 0.0 0.0
0.0 0.0 0.0
0.0 0.1 0.0
0.1 0.0 0.1
-0.1 0.0 0.1
0.1 0.0 0.0
0.0 0.0 0.0
0.0 0.0 0.0
0.1 0.0 0.0
0.0 -0.1 0.0
0.0 0.0 0.0
0.1 0.0 0.0
0.0 0.0 -0.1
0.0 0.0 0.0
0.0 0.0 0.0
0.0 0.0 0.0
0.0 0.0 0.0
0.0 0.0 0.0
0.0 0.0 0.0
0.0 0.0 0.0
0.0 0.0 0.0
0.0 0.0 0.0
0.0 0.0 0.0
0.0 0.0 0.0
0.0 0.0 0.0
0.0 0.0 0.0
0.0 0.0 0.0
0.0 0.0 0.0
0.0 0.0 0.1
0.0 0.0 -0.1
0.0 0.0 0.0
0.0 0.0 0.0
0.0 0.0 0.0
0.0 0.0 0.0
0.0 0.0 0.0
0.0 0.0 0.0
0.0 0.0 0.0
0.0 0.0 0.0
0.0 0.0 0.0
0.0 0.0 0.0
0.0 0.0 0.0
0.0 0.0 0.0
-0.1 0.0 0.0
-0.1 0.1 0.1
0.1 0.1 0.0
-0.1 0.0 -0.1
0.1 0.0 0.0
0.0 0.0 -0.1
0.0 0.0 0.0
0.0 0.0 0.0
0.0 0.0 0.0
0.0 0.0 0.0
0.0 0.0 0.0
0.0 0.0 0.0
0.0 0.0 0.0
0.0 0.0 0.0
0.0 0.0 0.0
0.0 0.0 0.0
0.1 0.0 0.0
0.0 0.0 0.0
0.0 0.0 0.0
0.0 0.0 0.0
0.0 0.0 0.1

As for the spin multiplicity: 4. The charge is +1. The calculation puts the LUMO energy (alpha / beta) at -2.32 / -4.67 eV. The calculation puts the energy above the lowest of the compared OMol25 structures with the same formula, charge and spin at 207.5 kJ/mol. The frontier orbital gap (alpha / beta) comes out at 0.275 / 0.190 Ha.

Atom charges from the Löwdin analysis, given in e for atoms 1 to 5: 0.594 -0.173 -0.169 -0.114 -0.218